{
  "formula": "C24H48O18",
  "method": "ωB97M-V/def2-TZVPD",
  "symbols": ["C", "C", "O", "C", "O", "O", "C", "H", "H", "H", "H", "H", "H", "H", "H", "C", "C", "O", "C", "O", "O", "C", "H", "H", "H", "H", "H", "H", "H", "H", "C", "C", "O", "C", "O", "O", "C", "H", "H", "H", "H", "H", "H", "H", "H", "C", "C", "O", "C", "O", "O", "C", "H", "H", "H", "H", "H", "H", "H", "H", "C", "C", "O", "C", "O", "O", "C", "H", "H", "H", "H", "H", "H", "H", "H", "C", "C", "O", "C", "O", "O", "C", "H", "H", "H", "H", "H", "H", "H", "H"],
  "xyz": [[6.165219, 32.557875, 6.927838], [6.311952, 31.187744, 7.689469], [5.755277, 30.073550, 7.015021], [6.322200, 29.527054, 5.873407], [7.509546, 29.736525, 5.506644], [5.583608, 28.680871, 5.349816], [5.963503, 27.771999, 4.304664], [6.677325, 32.526808, 5.966126], [6.479973, 33.446907, 7.474343], [5.140316, 32.824590, 6.669931], [5.737056, 31.346069, 8.601889], [7.297111, 30.875850, 8.036280], [6.733272, 28.151916, 3.632948], [5.205392, 27.428545, 3.600814], [6.603068, 26.953385, 4.634708], [6.714321, 31.575423, 12.023711], [5.907005, 32.125687, 13.210948], [4.814681, 33.016609, 12.833950], [4.310657, 33.953109, 13.708304], [4.937975, 34.491742, 14.649347], [3.128712, 34.250490, 13.221812], [2.384958, 35.294425, 13.780675], [6.316350, 31.804400, 11.035128], [6.905321, 30.526032, 12.248207], [7.704619, 32.029940, 12.052015], [6.585107, 32.472794, 13.990554], [5.429565, 31.262250, 13.674233], [1.871514, 35.209580, 14.738418], [1.568210, 35.576938, 13.116444], [3.017942, 36.165772, 13.948590], [8.790710, 35.871348, -0.031404], [9.918020, 35.356519, 0.903070], [9.370988, 34.336578, 1.699063], [10.179158, 33.711192, 2.547336], [11.404772, 33.683648, 2.498308], [9.447570, 33.112507, 3.492297], [10.073849, 32.237327, 4.554789], [7.818742, 36.042564, 0.431276], [8.471828, 35.168963, -0.801516], [9.158628, 36.746632, -0.566766], [10.210404, 36.220054, 1.500500], [10.670171, 35.141729, 0.143968], [9.685208, 31.292847, 4.935607], [10.360860, 32.902685, 5.369048], [11.035925, 31.937827, 4.139084], [10.969550, 32.965310, 8.783879], [10.769858, 31.842341, 9.810314], [10.151570, 30.846011, 9.009686], [9.406873, 29.788188, 9.507816], [8.969380, 29.653603, 10.662294], [9.185419, 28.965785, 8.558794], [8.390115, 27.788680, 8.597958], [10.128474, 33.644350, 8.923860], [11.116745, 32.675221, 7.743556], [11.798058, 33.645480, 8.981505], [10.220768, 32.287185, 10.640206], [11.697415, 31.593741, 10.326002], [7.363119, 28.111606, 8.427372], [8.453924, 27.435845, 9.627296], [8.831559, 26.943632, 8.069642], [6.489866, 25.172581, 8.077237], [5.231048, 24.267802, 7.800621], [4.415250, 24.154784, 8.979303], [4.613858, 23.240492, 9.961445], [5.658939, 22.660116, 10.101220], [3.501095, 23.215711, 10.757232], [3.705173, 22.566885, 12.052423], [6.239958, 25.991188, 8.752174], [6.853056, 25.593403, 7.139631], [7.256023, 24.629053, 8.630111], [5.528749, 23.279103, 7.451396], [4.592528, 24.598128, 6.981303], [3.365807, 21.532558, 11.996597], [3.127793, 23.015187, 12.860975], [4.730144, 22.445052, 12.402696], [9.439807, 35.763469, 5.589004], [10.449184, 36.598562, 4.795678], [11.396011, 37.325709, 5.557423], [11.145536, 38.612450, 5.893711], [10.016073, 39.075129, 5.970644], [12.297903, 39.246739, 6.282014], [12.269591, 40.698238, 6.288904], [9.864839, 35.065935, 6.310728], [8.873443, 35.154457, 4.884419], [8.779099, 36.503291, 6.040946], [9.929570, 37.138528, 4.004140], [11.081583, 35.886340, 4.265680], [12.986953, 41.061175, 5.552858], [12.771142, 40.852778, 7.244239], [11.323220, 41.217359, 6.137244]],
  "forces_ev_per_angstrom": [[0.31, -0.80, -0.51], [0.08, 1.46, -0.15], [-0.92, -0.92, -1.65], [6.61, 3.03, 1.58], [-3.05, 0.14, 1.20], [-4.17, -3.16, -1.63], [2.45, 0.00, -1.18], [0.31, 0.03, 0.12], [0.56, -0.36, 0.33], [-0.34, -0.68, 0.21], [-0.38, -0.63, 0.00], [0.43, 0.66, -0.47], [-0.20, 1.27, 0.05], [-0.76, 0.33, 1.08], [-0.82, -0.39, 1.03], [-0.31, 0.49, 0.66], [0.20, 0.76, -1.77], [2.21, -1.32, 1.02], [0.21, 2.66, 1.99], [-1.52, -2.27, -3.01], [0.82, -1.50, 0.34], [-1.08, 2.84, 0.77], [-0.29, -0.45, 0.18], [-0.12, -0.11, -0.61], [0.24, 0.24, 0.11], [-0.50, 0.75, 0.45], [-0.85, -0.50, 0.39], [0.46, -1.36, 0.25], [0.47, -0.34, -0.47], [0.19, 0.01, -0.36], [-0.48, -0.46, 0.00], [-1.49, 1.92, -2.08], [-0.08, -0.63, 0.46], [2.58, -0.86, 0.80], [-1.79, 0.29, -0.09], [-1.18, -1.54, 1.15], [2.54, 1.55, -1.33], [0.30, 0.60, 0.60], [0.66, -0.45, -0.10], [-0.16, 0.16, 0.20], [0.36, -0.32, 0.30], [0.65, -0.93, 0.92], [-1.63, 0.53, -0.74], [-0.47, 0.00, 0.08], [0.12, 0.08, -0.16], [0.19, 1.25, 0.63], [0.74, 1.54, -0.35], [-1.13, -2.20, 1.00], [-0.18, 1.18, 2.87], [0.93, 0.92, -1.65], [1.10, -0.28, -2.97], [-0.11, 0.09, 2.57], [-0.34, -0.11, -0.75], [-0.37, -0.40, 0.23], [0.38, -0.35, 0.43], [-0.98, -0.57, -0.13], [0.20, -1.02, -0.62], [0.08, -0.59, -0.60], [-0.41, -0.03, 0.28], [-0.18, 0.80, -0.90], [-1.18, -0.57, 0.06], [1.36, -0.27, 0.60], [-1.36, -0.10, 0.29], [0.50, 0.97, -0.51], [-0.71, -0.29, 0.33], [1.63, -0.10, 0.41], [-0.14, -1.19, 0.05], [-0.44, 0.14, -0.21], [0.19, -0.15, 0.06], [0.06, -0.28, -0.41], [0.32, -0.17, 0.40], [-0.14, 0.65, 0.46], [-0.26, 0.01, -0.34], [-0.13, 0.60, -0.60], [0.23, 0.69, -0.60], [-0.14, 1.04, -0.21], [0.00, -2.09, -0.55], [0.78, 1.58, 0.35], [-1.19, 0.16, 0.96], [1.68, -0.24, -0.58], [-1.87, -0.87, -1.56], [1.39, -0.31, 0.67], [0.24, 0.35, 0.13], [-0.09, 0.13, -0.10], [-0.26, -0.43, 0.45], [0.08, 0.71, 0.43], [0.19, 0.04, -0.13], [-0.14, -0.26, -0.32], [-0.58, 0.85, 0.13], [-0.13, -0.66, 0.36]],
  "e_tot_ha": -2297.0904,
  "multiplicity": 2,
  "orbital_gap_ev": [8.797, 1.600],
  "charge": 1,
  "lumo_energy_ev": [-3.052, -10.249],
  "s_squared": 0.764,
  "e_above_lowest_kcal_mol": 49.97,
  "largest_force_ev_per_a": 7.4
}

---

{
  "formula": "C2H5NO3S",
  "method": "ωB97M-V/def2-TZVPD",
  "symbols": ["N", "C", "O", "O", "C", "O", "S", "H", "H", "H", "H", "H"],
  "xyz": [[-0.484452, -1.227931, -0.342186], [0.366396, -0.089149, -0.562369], [1.457760, -0.080345, 0.226264], [0.793445, -0.324761, -1.929661], [-0.770711, 0.992198, 0.479944], [-1.913061, 1.087947, 0.242186], [0.220106, 1.568142, 1.744052], [-1.218296, -1.143250, 0.403387], [0.083105, -2.167288, -0.378376], [2.222688, 0.237774, -0.150694], [0.066803, -0.882130, -2.206005], [-0.823783, 2.028791, 2.473459]],
  "forces_ev_per_angstrom": [[0.34, -2.31, 0.79], [-2.39, -1.55, 0.37], [-0.83, -1.20, 2.32], [-0.28, 2.05, 1.52], [2.33, -0.72, -3.52], [-1.41, 0.20, 0.29], [0.13, 0.53, 1.55], [1.42, -0.54, -1.12], [-1.62, 2.40, 0.50], [2.51, 1.14, -1.78], [-0.33, -0.14, -0.65], [0.13, 0.14, -0.25]],
  "e_tot_ha": -757.7968,
  "orbital_gap_ev": 9.627,
  "lumo_energy_ev": 0.618,
  "e_above_lowest_kcal_mol": 65.33,
  "smiles": "NC(O)(O)C(=O)S",
  "largest_force_ev_per_a": 4.3
}

---

Question: What is the formula in the first record?
Answer: C24H48O18